The following is a quantum chemistry calculation of 15 unconnected molecules or ions with the total composition C28H82BCl2F4O26 at a distorted geometry, from the Open Molecules 2025 dataset.

Cartesian coordinates (Å):
B: 0.56726 0.32146 0.22442
F: 1.90945 0.01839 0.18592
F: 0.08496 -0.09386 1.46947
F: 0.34734 1.68346 0.08746
F: -0.11044 -0.44281 -0.65218
C: -1.68915 -4.42898 -0.05005
C: -1.20680 -3.05454 0.32508
O: 0.20649 -3.01557 0.40531
O: -1.48705 -5.25647 1.06213
H: -0.95190 -4.77554 -0.77424
H: -2.75335 -4.43682 -0.28570
H: -1.68193 -2.77884 1.26653
H: -1.61741 -2.28858 -0.33279
H: 0.55531 -2.24696 0.86265
H: -0.65246 -4.87055 1.33801
C: 0.02881 2.31095 4.09512
C: -0.96838 2.97657 3.20586
O: -1.61900 1.91700 2.47895
O: 1.18486 1.73502 3.45338
H: -0.47999 1.64096 4.78819
H: 0.48079 3.07028 4.73327
H: -0.52709 3.62060 2.44520
H: -1.71943 3.46339 3.82797
H: -0.95769 1.29863 2.15975
H: 0.97896 1.36530 2.59169
C: 3.25187 -1.86638 3.24915
C: 3.38799 -0.81544 4.29363
O: 3.74852 0.43804 3.66990
O: 2.13380 -1.72494 2.43089
H: 3.16014 -2.76142 3.86444
H: 4.15006 -2.08998 2.67351
H: 4.04719 -1.18728 5.07804
H: 2.40387 -0.55824 4.68537
H: 2.89213 0.81896 3.46228
H: 2.05245 -0.93570 1.89044
C: -1.19792 -3.10800 4.42526
C: -1.47162 -3.27789 5.87358
O: -1.85816 -1.98196 6.39803
O: -0.00358 -2.28454 4.21282
H: -2.00366 -2.59598 3.89922
H: -1.01561 -4.11558 4.05158
H: -0.57786 -3.48801 6.46106
H: -2.15016 -4.09793 6.10856
H: -1.11353 -1.39574 6.24481
H: 0.15793 -2.28162 3.26651
C: 4.00977 3.72386 2.64844
C: 5.53302 3.54080 2.07576
O: 5.51693 3.09712 0.75651
O: 3.37785 4.72735 1.85757
H: 4.03358 3.99221 3.70462
H: 3.50708 2.75850 2.58940
H: 6.32058 3.12847 2.70650
H: 5.92448 4.54240 1.89784
H: 4.74043 3.53067 0.39501
H: 2.97078 4.40492 1.05015
C: 1.68061 1.75347 -6.03913
C: 2.41339 1.60840 -7.34935
O: 2.72790 0.23565 -7.49405
O: 0.64123 0.85298 -5.86204
H: 1.24836 2.74965 -5.94480
H: 2.40664 1.74800 -5.22614
H: 3.28396 2.26143 -7.41055
H: 1.74475 1.88767 -8.16362
H: 2.03812 -0.33428 -7.14621
H: 0.53198 0.79441 -4.91008
C: -3.10691 -3.07514 -4.57364
C: -2.47228 -3.01323 -5.95514
O: -3.56671 -2.59704 -6.77136
O: -2.15068 -3.07526 -3.49395
H: -3.80996 -3.90614 -4.51665
H: -3.64919 -2.13098 -4.52259
H: -2.14662 -4.04137 -6.11320
H: -1.57960 -2.38791 -5.96921
H: -3.27432 -2.45612 -7.67483
H: -1.78654 -2.22419 -3.23966
C: 3.43164 2.47924 -2.11663
C: 2.64129 3.61220 -1.43216
O: 2.33172 3.26955 -0.07089
O: 2.50265 1.40463 -2.30472
H: 4.25785 2.07271 -1.53335
H: 3.88139 2.89358 -3.01893
H: 1.70437 3.60085 -1.98908
H: 3.07460 4.60821 -1.52325
H: 1.74319 2.51446 -0.14214
H: 2.41099 0.94253 -1.46826
C: 5.01347 -1.23848 -0.10916
C: 6.46055 -1.66261 -0.32473
O: 6.48993 -2.48618 -1.47346
O: 4.22073 -2.43579 0.07827
H: 4.69789 -0.60284 -0.93649
H: 4.96294 -0.59166 0.76673
H: 6.73426 -2.19507 0.58613
H: 7.11550 -0.80595 -0.48371
H: 6.89115 -1.93584 -2.15004
H: 3.64818 -2.06989 0.75642
C: 1.83113 -3.11590 -2.71620
C: 2.97061 -2.21811 -3.26961
O: 4.21168 -2.81218 -3.30152
O: 2.15880 -3.74771 -1.54528
H: 1.56656 -3.91371 -3.41018
H: 0.90318 -2.60020 -2.46910
H: 3.14767 -1.31167 -2.69071
H: 2.67234 -1.94030 -4.28053
H: 4.86985 -2.17340 -3.58501
H: 1.58245 -3.55595 -0.80188
C: -2.75901 1.04161 -2.54158
C: -1.34647 1.01556 -3.14768
O: -0.93091 -0.30271 -3.14115
O: -2.69119 1.04278 -1.12928
H: -3.29486 0.16591 -2.90778
H: -3.17337 1.97714 -2.91734
H: -0.63781 1.55702 -2.52101
H: -1.40208 1.32072 -4.19262
H: -0.35175 -0.37751 -2.37919
H: -1.87985 0.69392 -0.75295
C: -3.89860 4.50464 0.05834
C: -5.00298 4.78734 1.04683
O: -5.05195 4.16269 2.31415
O: -2.65588 4.47931 0.85745
H: -3.94409 5.26347 -0.72283
H: -4.08092 3.52786 -0.38972
H: -5.97097 4.66584 0.56070
H: -5.07281 5.87419 1.09126
H: -4.30152 3.59251 2.49677
H: -2.49708 3.57137 1.12582
C: -6.53495 -0.39661 -0.63547
C: -5.55852 -0.54924 0.54883
O: -4.69070 0.48320 0.55834
O: -5.98957 -0.98735 -1.78062
H: -6.82493 0.64739 -0.75418
H: -7.52088 -0.79184 -0.39087
H: -5.07285 -1.52474 0.52388
H: -6.07666 -0.45699 1.50335
H: -4.18953 0.56806 -0.25605
H: -6.32818 -1.88563 -1.77488
Cl: -5.36415 1.04384 6.48415
C: -4.10468 0.32242 5.38001
C: -4.59452 -0.87267 4.47204
Cl: -5.19714 -2.23131 5.39225
H: -3.31255 -0.01825 6.04678
H: -3.75841 1.09154 4.68960
H: -3.72034 -1.06556 3.85020
H: -5.37092 -0.44430 3.83815

Results
Total charge   -1
HOMO-LUMO gap   0.33736 Eh
Total energy   -120192.76127 eV
E_HOMO   -7.0584 eV

=====

The following is a quantum chemistry calculation of 12 unconnected molecules or ions with the total composition C28H82N2O12 at a distorted geometry, from the Open Molecules 2025 dataset.

Cartesian coordinates (Å):
C: 23.46668 1.43101 -13.61880
C: 23.52935 2.16831 -14.93893
C: 24.53996 3.31504 -14.97144
O: 24.21053 4.19337 -13.91908
C: 25.08216 5.23703 -13.80922
N: 23.83934 1.15133 -15.91880
H: 22.61068 0.75817 -13.56733
H: 23.38121 2.07314 -12.74218
H: 24.42110 0.92312 -13.48013
H: 22.53167 2.55900 -15.13916
H: 24.54369 3.82633 -15.93408
H: 25.53956 2.95691 -14.72518
H: 26.13224 4.96144 -13.90651
H: 24.90596 5.73722 -12.85692
H: 24.93196 6.01330 -14.55951
H: 23.65969 1.44460 -16.86844
H: 24.81768 0.90437 -15.87455
C: 30.53205 1.35501 -9.59634
C: 29.42692 0.41216 -9.90114
C: 28.09802 1.06387 -9.76054
O: 27.13024 0.06065 -9.62448
C: 25.72717 0.53967 -9.69404
N: 29.42381 -0.21967 -11.19276
H: 30.35397 1.91880 -8.68062
H: 30.75581 2.02781 -10.42422
H: 31.49470 0.86095 -9.46483
H: 29.51033 -0.42965 -9.21376
H: 27.83121 1.63515 -10.64967
H: 28.18716 1.72184 -8.89612
H: 25.04063 -0.29007 -9.52581
H: 25.25709 0.80470 -10.64108
H: 25.64489 1.32454 -8.94217
H: 28.49500 -0.61567 -11.21729
H: 30.07341 -0.99231 -11.22680
C: 20.55428 1.57220 -10.61679
C: 21.46937 1.93170 -9.39113
O: 22.57796 1.06849 -9.33938
H: 21.09830 1.42698 -11.55010
H: 19.99100 2.47953 -10.83490
H: 19.76471 0.82503 -10.53660
H: 20.91163 1.87861 -8.45613
H: 21.88946 2.92032 -9.57623
H: 22.21732 0.20152 -9.13962
C: 24.67179 4.22386 -10.64487
C: 24.53290 4.29240 -9.16773
O: 25.83171 4.39226 -8.61803
H: 25.05718 3.27263 -11.01193
H: 25.35622 5.01198 -10.95874
H: 23.70305 4.39872 -11.11293
H: 24.19018 3.29225 -8.90248
H: 23.90082 5.06450 -8.72906
H: 25.98255 5.33959 -8.65552
C: 19.29647 1.95572 -15.78364
C: 18.48920 2.51074 -14.55253
O: 19.28719 1.98468 -13.49753
H: 20.34602 2.24676 -15.74069
H: 18.73951 2.26218 -16.66906
H: 19.24658 0.86806 -15.83472
H: 17.51573 2.02037 -14.55285
H: 18.47714 3.60025 -14.52218
H: 20.07894 2.52552 -13.54466
C: 18.85447 0.51384 -6.42460
C: 17.65445 0.18163 -5.55684
O: 17.87770 -1.05024 -4.95642
H: 19.78943 0.52952 -5.86451
H: 18.66021 1.40137 -7.02681
H: 19.06001 -0.31530 -7.10164
H: 16.74189 0.14600 -6.15188
H: 17.55563 0.90951 -4.75153
H: 16.97059 -1.35834 -4.89452
C: 22.44766 4.25965 -5.74347
C: 21.25196 3.49858 -5.18208
O: 20.44558 4.48486 -4.52008
H: 22.76502 5.02693 -5.03732
H: 21.94775 4.65301 -6.62861
H: 23.36872 3.68436 -5.83725
H: 21.46670 2.71762 -4.45263
H: 20.67718 3.11809 -6.02644
H: 21.02860 4.84343 -3.84694
C: 20.28120 5.21674 -12.12767
C: 21.01804 5.72063 -13.33522
O: 21.70945 4.66778 -13.98139
H: 19.45841 4.50588 -12.20383
H: 19.82217 5.99852 -11.52251
H: 20.93813 4.67559 -11.44671
H: 21.67951 6.55842 -13.11465
H: 20.31113 6.07030 -14.08764
H: 22.62200 4.62415 -13.68652
C: 22.51831 -2.21418 -11.30300
C: 22.20530 -2.65517 -9.93823
O: 21.52067 -1.60198 -9.32050
H: 23.18336 -1.37311 -11.49897
H: 21.60972 -2.05676 -11.88419
H: 23.08436 -2.99528 -11.81051
H: 23.00829 -2.69265 -9.20209
H: 21.58069 -3.54668 -9.88182
H: 20.68229 -1.44790 -9.76207
C: 18.84393 -3.73643 -11.91600
C: 18.31729 -2.78754 -10.80990
O: 18.97058 -1.62914 -11.23580
H: 18.53453 -3.39853 -12.90503
H: 18.39308 -4.72442 -11.82274
H: 19.92231 -3.89510 -11.92185
H: 18.61663 -3.01292 -9.78633
H: 17.26211 -2.51439 -10.81880
H: 18.37450 -1.00381 -11.65442
C: 16.80767 2.20250 -10.32672
C: 16.23362 1.37158 -11.42218
O: 17.20970 0.53162 -12.09897
H: 17.28758 1.46868 -9.67920
H: 16.14136 2.84125 -9.74695
H: 17.41236 2.90324 -10.90240
H: 15.79548 1.91435 -12.25976
H: 15.46859 0.66770 -11.09449
H: 17.82737 1.11837 -12.54147
C: 22.35276 -0.52586 -4.74204
C: 21.78333 -1.70085 -5.48593
O: 22.58757 -2.08695 -6.60568
H: 23.29927 -0.67707 -4.22304
H: 21.66510 -0.23359 -3.94843
H: 22.30518 0.36609 -5.36674
H: 20.79596 -1.45788 -5.87859
H: 21.65741 -2.51812 -4.77579
H: 22.10413 -2.00854 -7.43135

Results
2S+1   2
Total charge   -1
HOMO-LUMO gap (alpha / beta)   0.05184 / 0.35048 Eh
Expectation value of S²   0.750
Total energy   -57909.27656 eV
E_HOMO (alpha / beta)   0.8244 / -7.2156 eV

=====

- Look up the total charge of the first one.
  -1

=====

- The lowest total energy belongs to which entry?
  C28H82BCl2F4O26

=====

- Which formula does entry 2 have?
  C28H82N2O12

=====

- What is the total energy in the first record?
  -120192.76127 eV